The following is a DFT calculation (ωB97M-V with the def2-TZVPD basis set) of a molecular structure, H25O13Tl at a distorted geometry.

For the largest force on an atom, the calculation gives 0.078 hartree/bohr. The net charge is +2. The value obtained for the highest occupied orbital energy is -16.08 eV. For the total energy, the calculation gives -31697.02404 eV.

Last column: Löwdin charge in e.
Positions of all 39 atoms, in Å:
1 Tl 0.356 -0.441 -2.162  1.391
2 O 0.563 -0.266 -0.108  -0.353
3 H 0.090 0.036 0.747  0.036
4 O -0.367 0.807 2.431  0.008
5 H -0.763 -0.042 2.346  -0.012
6 H 0.380 0.847 3.010  0.098
7 O 2.010 2.345 1.016  -0.020
8 H 2.070 2.232 0.014  0.043
9 H 1.479 1.630 1.204  -0.074
10 O 2.566 -0.047 -2.093  -0.011
11 H 3.080 0.699 -1.847  0.088
12 H 3.249 -0.592 -2.541  0.141
13 O -1.666 -1.845 -1.087  -0.029
14 H -2.074 -2.628 -1.497  0.110
15 H -1.333 -2.204 -0.304  0.003
16 O 0.893 2.323 -1.509  -0.079
17 H 0.885 3.176 -1.995  0.118
18 H 0.142 2.357 -0.910  -0.017
19 O -3.382 0.780 0.114  -0.020
20 H -4.022 0.299 -0.436  0.093
21 H -2.754 0.163 0.513  0.009
22 O 1.124 -2.429 -1.859  0.002
23 H 0.715 -3.303 -2.045  0.150
24 H 1.786 -2.494 -1.190  0.092
25 O -2.112 -1.263 1.848  -0.053
26 H -2.580 -1.030 2.669  0.107
27 H -1.645 -2.050 2.214  0.081
28 O 3.087 -0.531 0.834  -0.061
29 H 3.786 0.063 0.535  0.051
30 H 2.163 -0.284 0.604  -0.037
31 O -1.544 0.798 -1.839  -0.048
32 H -1.929 0.971 -0.993  0.001
33 H -2.137 1.165 -2.504  0.123
34 O 0.693 -2.262 1.983  0.023
35 H 0.141 -2.901 1.596  0.013
36 H 0.841 -1.530 1.418  -0.039
37 O -0.959 2.572 0.414  -0.009
38 H -1.004 1.928 1.099  -0.004
39 H -1.821 2.967 0.294  0.085

The following is a DFT calculation (ωB97M-V with the def2-TZVPD basis set) of 8 unconnected molecules or ions with the total composition C45H94F5N9O7S3 at a distorted geometry.

For the largest force on an atom, the calculation gives 0.212 hartree/bohr. The net charge is +4. The energy above the lowest of the compared OMol25 structures with the same formula, charge and spin is 92.06 kcal/mol. The value obtained for the highest occupied orbital energy is -12.06 eV. For the total energy, the calculation gives -121987.00542 eV.

Last column: Löwdin charge in e.
Positions of all 163 atoms, in Å:
1 C -0.749 0.922 0.200  -0.642
2 F -1.423 -0.142 -0.193  0.136
3 F 0.442 1.173 -0.410  0.079
4 F -1.546 2.017 0.079  0.092
5 S -0.293 0.636 2.026  0.503
6 O 0.560 1.773 2.497  -0.409
7 O -1.555 0.576 2.805  -0.374
8 O 0.433 -0.647 1.991  -0.384
9 C -3.963 -6.057 9.654  -0.045
10 C -4.374 -4.625 10.056  -0.148
11 N -3.203 -3.753 10.157  -0.062
12 C -2.254 -3.830 11.152  0.013
13 C -1.221 -2.963 10.801  -0.014
14 N -1.551 -2.362 9.642  -0.098
15 C -2.780 -2.809 9.241  0.048
16 C -0.847 -1.209 9.048  0.027
17 H -3.191 -6.422 10.331  0.072
18 H -3.577 -6.342 8.675  0.089
19 H -4.862 -6.639 9.859  0.088
20 H -4.772 -4.561 11.069  0.132
21 H -5.144 -4.179 9.427  0.134
22 H -2.422 -4.505 11.977  0.143
23 H -0.251 -2.796 11.247  0.141
24 H -3.355 -2.545 8.365  0.169
25 H -0.145 -1.598 8.311  0.105
26 H -0.318 -0.540 9.727  0.104
27 H -1.630 -0.604 8.591  0.103
28 C 4.574 4.875 -8.186  -0.048
29 C 5.376 4.595 -6.903  -0.155
30 N 6.824 4.452 -7.152  -0.057
31 C 7.701 5.444 -7.445  0.028
32 C 8.980 4.798 -7.556  0.014
33 N 8.816 3.451 -7.591  -0.122
34 C 7.514 3.236 -7.335  0.023
35 C 9.837 2.495 -7.902  0.025
36 H 4.585 3.928 -8.726  0.078
37 H 4.985 5.629 -8.858  0.086
38 H 3.512 5.102 -8.092  0.088
39 H 5.121 3.773 -6.235  0.130
40 H 5.324 5.488 -6.280  0.123
41 H 7.392 6.472 -7.568  0.145
42 H 9.954 5.151 -7.861  0.140
43 H 7.142 2.234 -7.183  0.160
44 H 10.401 2.262 -6.999  0.114
45 H 10.469 2.780 -8.743  0.121
46 H 9.238 1.625 -8.174  0.106
47 C -11.000 0.858 -6.164  -0.091
48 C -10.238 0.702 -4.876  -0.255
49 C -9.929 1.999 -4.161  -0.114
50 N -9.193 1.773 -2.777  -0.192
51 C -7.799 1.067 -2.999  0.054
52 C -10.026 1.249 -1.528  -0.037
53 C -9.489 1.992 -0.258  -0.139
54 C -8.721 3.196 -0.766  -0.163
55 C -8.889 3.225 -2.277  -0.125
56 H -12.064 1.013 -5.987  0.087
57 H -10.860 -0.082 -6.697  0.086
58 H -10.656 1.649 -6.829  0.086
59 H -9.323 0.199 -5.189  0.107
60 H -10.800 0.104 -4.159  0.122
61 H -10.851 2.568 -4.041  0.137
62 H -9.238 2.660 -4.685  0.130
63 H -7.384 1.468 -3.924  0.101
64 H -8.042 0.034 -3.248  0.093
65 H -7.144 1.124 -2.129  0.110
66 H -10.060 0.160 -1.492  0.130
67 H -11.043 1.589 -1.721  0.127
68 H -8.848 1.386 0.383  0.119
69 H -10.322 2.293 0.378  0.121
70 H -7.678 3.164 -0.451  0.121
71 H -9.280 4.064 -0.417  0.124
72 H -8.092 3.750 -2.803  0.136
73 H -9.771 3.826 -2.500  0.126
74 C -6.194 -7.308 -4.739  -0.085
75 C -4.685 -7.030 -5.045  -0.203
76 C -3.815 -7.727 -3.931  -0.110
77 N -2.310 -7.567 -4.061  -0.258
78 C -1.821 -7.983 -5.448  0.020
79 C -1.923 -6.067 -3.928  -0.066
80 C -0.758 -6.064 -2.894  -0.147
81 C -0.389 -7.495 -2.522  -0.134
82 C -1.594 -8.392 -2.954  -0.053
83 H -6.416 -8.340 -5.010  0.082
84 H -6.833 -6.641 -5.317  0.078
85 H -6.416 -7.122 -3.688  0.082
86 H -4.608 -5.943 -5.071  0.106
87 H -4.555 -7.459 -6.038  0.101
88 H -3.955 -8.798 -3.788  0.144
89 H -3.995 -7.165 -3.014  0.134
90 H -2.268 -7.356 -6.219  0.096
91 H -2.111 -9.022 -5.607  0.114
92 H -0.744 -7.833 -5.530  0.111
93 H -1.512 -5.593 -4.819  0.129
94 H -2.727 -5.534 -3.421  0.128
95 H 0.149 -5.694 -3.373  0.109
96 H -0.989 -5.455 -2.020  0.123
97 H 0.551 -7.904 -2.892  0.116
98 H -0.393 -7.483 -1.432  0.119
99 H -1.427 -9.430 -3.239  0.137
100 H -2.379 -8.476 -2.202  0.127
101 C 7.315 -0.741 4.428  -0.086
102 C 6.990 -1.200 2.965  -0.215
103 C 8.170 -0.874 2.049  -0.083
104 N 7.787 -0.963 0.526  -0.221
105 C 7.001 0.281 0.101  0.030
106 C 7.139 -2.299 0.139  -0.119
107 C 7.440 -2.519 -1.286  -0.173
108 C 8.901 -2.078 -1.460  -0.131
109 C 9.077 -1.019 -0.387  -0.085
110 H 8.178 -1.245 4.864  0.079
111 H 6.455 -1.003 5.044  0.082
112 H 7.529 0.322 4.539  0.075
113 H 6.064 -0.679 2.720  0.107
114 H 6.669 -2.231 3.116  0.118
115 H 8.926 -1.652 2.160  0.132
116 H 8.625 0.116 2.033  0.138
117 H 6.073 0.278 0.673  0.106
118 H 6.749 0.155 -0.952  0.099
119 H 7.558 1.217 0.051  0.108
120 H 6.080 -2.224 0.383  0.143
121 H 7.478 -3.133 0.755  0.148
122 H 6.725 -2.002 -1.926  0.115
123 H 7.212 -3.525 -1.639  0.132
124 H 9.120 -1.674 -2.449  0.121
125 H 9.564 -2.914 -1.239  0.126
126 H 9.395 -0.063 -0.804  0.131
127 H 9.853 -1.412 0.269  0.124
128 C 1.423 8.313 0.545  -0.080
129 C 2.441 9.008 1.495  -0.206
130 C 3.219 7.950 2.405  -0.097
131 N 4.074 8.430 3.632  -0.230
132 C 5.288 9.228 3.021  0.040
133 C 3.258 9.350 4.637  -0.064
134 C 3.874 8.993 5.998  -0.147
135 C 3.885 7.489 5.889  -0.150
136 C 4.581 7.254 4.528  -0.070
137 H 1.105 8.992 -0.245  0.083
138 H 0.561 7.937 1.095  0.082
139 H 1.978 7.446 0.186  0.070
140 H 1.898 9.775 2.046  0.102
141 H 3.165 9.605 0.942  0.100
142 H 3.849 7.255 1.850  0.124
143 H 2.554 7.302 2.974  0.123
144 H 5.917 9.253 3.910  0.087
145 H 4.937 10.217 2.727  0.102
146 H 5.889 8.712 2.272  0.108
147 H 3.272 10.360 4.226  0.129
148 H 2.234 8.991 4.532  0.129
149 H 4.856 9.464 6.049  0.124
150 H 3.247 9.285 6.840  0.135
151 H 4.415 7.045 6.731  0.130
152 H 2.858 7.125 5.903  0.126
153 H 5.655 7.418 4.620  0.120
154 H 4.416 6.293 4.040  0.130
155 N -5.384 -7.360 2.037  -0.275
156 S -5.704 -5.757 2.191  0.566
157 O -5.963 -5.251 3.517  -0.285
158 O -6.263 -5.066 0.986  -0.335
159 F -4.143 -5.354 2.167  -0.240
160 S -6.761 -7.807 2.354  0.385
161 O -7.904 -7.320 1.563  -0.309
162 O -6.998 -8.085 3.764  -0.308
163 F -6.700 -9.313 1.881  -0.201

The following is a DFT calculation (ωB97M-V with the def2-TZVPD basis set) of 5 unconnected molecules or ions with the total composition C10H12Cl16F3N4OSi at a distorted geometry.

For the largest force on an atom, the calculation gives 0.070 hartree/bohr. The net charge is +1. The value obtained for the highest occupied orbital energy is -12.96 eV. For the total energy, the calculation gives -234953.53875 eV.

Last column: natural (NBO) charge in e.
Positions of all 47 atoms, in Å:
1 C 1.584 -1.555 0.562  -1.118
2 Si 1.326 -0.909 -1.208  1.679
3 C 2.744 0.325 -1.496  -1.107
4 C 1.502 -2.292 -2.469  -1.131
5 N -0.226 0.066 -1.380  -0.206
6 N -0.290 1.062 -2.161  0.070
7 N -1.485 1.606 -2.104  -0.205
8 C -2.155 0.869 -1.228  0.227
9 N -1.399 -0.124 -0.756  -0.163
10 C -1.833 -1.156 0.206  0.076
11 O -3.157 -1.511 -0.107  -0.491
12 C -3.274 -2.453 -1.100  1.161
13 F -2.138 -2.662 -1.777  -0.325
14 F -4.151 -1.980 -1.969  -0.296
15 F -3.683 -3.603 -0.641  -0.279
16 H 1.244 -0.735 1.216  0.246
17 H 2.658 -1.707 0.714  0.283
18 H 1.003 -2.464 0.770  0.242
19 H 2.318 1.337 -1.606  0.258
20 H 3.389 0.353 -0.610  0.255
21 H 3.284 0.104 -2.425  0.263
22 H 1.095 -2.033 -3.457  0.267
23 H 2.583 -2.470 -2.606  0.272
24 H 1.087 -3.254 -2.128  0.255
25 H -3.184 1.027 -0.923  0.266
26 H -1.881 -0.672 1.191  0.239
27 H -1.137 -1.994 0.308  0.244
28 C 0.840 2.819 2.069  -0.221
29 Cl 2.461 2.161 1.814  0.064
30 Cl -0.351 1.498 1.955  -0.014
31 Cl 0.740 3.556 3.662  0.105
32 Cl 0.488 4.025 0.827  0.075
33 C -0.988 7.157 4.984  -0.226
34 Cl -2.042 5.818 5.467  0.050
35 Cl 0.480 7.135 5.969  0.061
36 Cl -0.552 6.974 3.277  0.044
37 Cl -1.835 8.689 5.216  0.073
38 C -1.339 -1.317 -6.135  -0.226
39 Cl -0.595 0.282 -5.980  0.056
40 Cl -1.670 -1.963 -4.515  0.018
41 Cl -2.851 -1.185 -7.034  0.081
42 Cl -0.235 -2.404 -6.982  0.074
43 C 2.326 -3.286 4.522  -0.224
44 Cl 1.087 -3.865 5.639  0.072
45 Cl 2.691 -4.547 3.335  0.054
46 Cl 1.731 -1.843 3.676  0.024
47 Cl 3.790 -2.877 5.420  0.078

The following is a DFT calculation (ωB97M-V with the def2-TZVPD basis set) of 4 unconnected molecules or ions with the total composition C25H23FN3O16S at a distorted geometry.

For the largest force on an atom, the calculation gives 0.048 hartree/bohr. The net charge is +1. The value obtained for the highest occupied orbital energy is -11.59 eV. For the total energy, the calculation gives -77066.12509 eV.

Last column: natural (NBO) charge in e.
Positions of all 69 atoms, in Å:
1 C 2.795 0.631 2.001  -0.113
2 C 1.922 0.646 1.192  -0.108
3 C 0.873 0.653 0.149  -0.121
4 C 1.542 1.215 -1.135  -0.034
5 C 2.033 2.640 -0.850  -0.643
6 N 2.550 0.107 -1.240  -0.628
7 S 3.440 0.108 -2.704  2.544
8 O 2.515 0.466 -3.708  -0.859
9 O 4.613 0.856 -2.470  -0.844
10 F 3.836 -1.356 -2.894  -0.436
11 C 1.954 -1.029 -0.783  0.833
12 N 2.506 -2.254 -0.867  -0.871
13 N 0.734 -0.786 -0.207  -0.463
14 C -0.364 -1.162 -1.202  0.070
15 O -1.255 -0.134 -1.377  -0.253
16 O -2.118 -0.044 -0.246  -0.434
17 H 3.625 0.642 2.666  0.253
18 H -0.011 1.167 0.496  0.296
19 H 0.868 1.212 -1.983  0.251
20 H 1.617 3.062 0.055  0.261
21 H 1.732 3.278 -1.675  0.238
22 H 3.117 2.657 -0.811  0.237
23 H 2.083 -2.923 -1.489  0.439
24 H 3.351 -2.474 -0.369  0.453
25 H 0.081 -1.395 -2.167  0.195
26 H -0.871 -2.068 -0.885  0.232
27 H -2.454 -0.946 -0.076  0.483
28 C 1.578 5.576 3.009  -0.408
29 C 1.572 6.892 3.278  0.349
30 C 2.570 7.834 2.655  0.470
31 O 2.486 9.011 2.935  -0.510
32 C 3.575 7.280 1.760  -0.372
33 C 3.578 5.968 1.500  0.310
34 C 2.565 5.036 2.102  0.484
35 O 2.625 3.852 1.793  -0.594
36 O 4.468 5.392 0.696  -0.624
37 O 0.703 7.455 4.096  -0.611
38 H 0.866 4.892 3.448  0.245
39 H 4.298 7.960 1.331  0.253
40 H 4.247 4.443 0.687  0.500
41 H 0.916 8.409 4.112  0.513
42 C -1.182 -1.793 2.702  -0.331
43 C -2.134 -2.602 2.238  0.296
44 C -2.905 -3.527 3.132  0.480
45 O -3.765 -4.212 2.612  -0.529
46 C -2.577 -3.551 4.545  -0.383
47 C -1.618 -2.743 5.022  0.318
48 C -0.864 -1.798 4.127  0.469
49 O -0.020 -1.081 4.622  -0.518
50 O -1.269 -2.715 6.298  -0.610
51 O -2.491 -2.663 0.945  -0.692
52 H -0.623 -1.124 2.065  0.224
53 H -3.128 -4.233 5.178  0.256
54 H -0.562 -2.048 6.382  0.509
55 H -3.206 -3.333 0.907  0.524
56 C -3.418 -4.917 -5.474  -0.394
57 C -2.396 -4.651 -4.653  0.373
58 C -2.522 -3.674 -3.518  0.474
59 O -1.543 -3.497 -2.801  -0.618
60 C -3.779 -2.990 -3.329  -0.415
61 C -4.810 -3.250 -4.151  0.359
62 C -4.695 -4.248 -5.276  0.468
63 O -5.676 -4.438 -5.961  -0.502
64 O -5.983 -2.663 -4.038  -0.607
65 O -1.203 -5.226 -4.777  -0.637
66 H -3.339 -5.619 -6.291  0.253
67 H -3.852 -2.277 -2.521  0.236
68 H -6.547 -3.029 -4.748  0.515
69 H -0.653 -4.868 -4.059  0.497

The following is a DFT calculation (ωB97M-V with the def2-TZVPD basis set) of a molecular structure, CCl2N2O2 at a distorted geometry.

For the largest force on an atom, the calculation gives 0.132 hartree/bohr. The energy above the lowest of the compared OMol25 structures with the same formula, charge and spin is 145.18 kcal/mol. The value obtained for the highest occupied orbital energy (alpha / beta) is -10.01 / -10.01 eV. For the total energy, the calculation gives -33148.83604 eV.

Last column: natural (NBO) charge in e.
Positions of all 7 atoms, in Å:
1 C -1.345 -0.119 0.030  0.037
2 N 0.390 -0.825 0.027  -0.259
3 N 1.370 0.026 -0.014  0.546
4 O 1.244 1.231 -0.012  -0.457
5 O 2.425 -0.593 -0.053  -0.394
6 Cl -2.532 -1.221 0.025  0.257
7 Cl -1.553 1.500 -0.003  0.270